Here is a molecular structure, C28H46N3O2OsS2Si4Te from the OMol25 dataset. Energies are from ωB97M-V/def2-TZVPD.

## Properties
* highest occupied orbital energy (spin up / spin down): -9.372 / -9.372 eV
* calculated total energy: -101287.512 eV
* energy above the lowest of the compared OMol25 structures with the same formula, charge and spin: 0.00 kcal per mole
* maximum force: 0.62 eV/Å
* Kohn-Sham gap (spin up / spin down): 5.62 / 5.62 eV
* total charge: +1
* lowest unoccupied orbital energy (spin up / spin down): -0.138 / -0.138 Ha

Each line ends with the Mulliken charge.
Geometry (Å):
Os -2.34396 0.10844 0.24006  1.34
O -1.31152 1.76108 -0.15627  -0.42
C -1.80974 2.82310 -0.78964  0.14
C -0.92499 3.61634 -1.53835  0.19
C -1.36471 4.73342 -2.21573  -0.83
C -2.70209 5.12719 -2.16774  -0.86
C -3.58080 4.38106 -1.41888  -0.77
C -3.16604 3.22574 -0.73853  0.51
C -4.14456 2.52828 0.05476  -0.05
N -4.00184 1.33522 0.49483  -0.11
C -4.98692 0.76462 1.41978  -0.72
C -4.15578 0.08789 2.50992  -0.81
N -3.31889 -0.85846 1.76852  -0.04
C -3.52793 -2.11505 1.92732  -0.27
C -3.15949 -3.12071 0.96826  0.46
C -3.07227 -4.47478 1.32532  -0.57
C -2.94509 -5.44234 0.35898  -0.84
C -2.96944 -5.06082 -0.98962  -0.45
C -3.08098 -3.74373 -1.36730  -0.54
C -3.14102 -2.72641 -0.39477  0.45
O -3.23716 -1.47484 -0.76220  -0.98
H 0.11179 3.32288 -1.57379  0.21
H -0.65278 5.32289 -2.78041  0.46
H -3.03960 6.00239 -2.70385  0.42
H -4.62272 4.67242 -1.35486  0.43
H -5.06125 3.06680 0.29843  0.36
H -5.55476 -0.00349 0.89065  0.26
H -5.67091 1.52032 1.80917  0.58
H -4.78698 -0.41924 3.24166  0.50
H -3.52484 0.82142 3.01388  0.25
H -4.11153 -2.42716 2.79396  0.38
H -3.10441 -4.74707 2.37406  0.46
H -2.85562 -6.48444 0.63009  0.44
H -2.90819 -5.82407 -1.75548  0.41
H -3.10851 -3.45614 -2.41030  0.45
S 0.14520 -2.40368 -1.82301  -0.50
C -0.19678 -1.13991 -2.91703  0.18
N 0.65648 -0.81933 -3.87557  -0.13
C 0.27772 0.24560 -4.80137  -0.54
C -1.22533 0.44036 -4.62079  -0.61
S -1.63880 -0.20035 -2.95720  0.09
H 1.47823 -1.38970 -4.01559  0.28
H 0.53005 -0.04311 -5.82028  0.46
H 0.83848 1.14668 -4.54616  0.19
H -1.79807 -0.13156 -5.34861  0.42
H -1.51373 1.48630 -4.68085  0.41
C 2.10948 1.81875 -2.06834  -0.48
Si 2.59356 1.80227 -0.25144  0.58
C 1.89615 3.27752 0.67574  -0.96
C 4.47124 1.88412 -0.12409  -1.14
Si 2.07345 -0.22665 0.78866  0.54
Te -0.24524 -1.25590 0.51108  -0.97
Si 3.55864 -1.96976 0.20062  0.61
C 3.97264 -1.90489 -1.63275  -0.71
C 5.13683 -1.74468 1.19127  -1.09
C 2.78497 -3.62223 0.63818  -0.96
Si 1.86786 0.11317 3.13234  0.20
C 1.31995 -1.48850 3.95079  -0.94
C 3.53163 0.64838 3.81415  -0.99
C 0.57994 1.44715 3.42761  -0.65
H 2.45016 2.74524 -2.53786  0.55
H 1.02519 1.74646 -2.18431  -0.40
H 2.57275 0.97968 -2.59110  0.40
H 2.02835 4.18980 0.08882  0.44
H 2.43837 3.41140 1.61461  0.45
H 0.83879 3.16676 0.91622  0.04
H 4.84500 2.83139 -0.51945  0.42
H 4.95170 1.07875 -0.68263  0.26
H 4.80032 1.80639 0.91441  0.26
H 4.41749 -0.94989 -1.91776  0.28
H 3.08292 -2.07431 -2.24113  -0.02
H 4.69627 -2.69016 -1.86481  0.43
H 5.64474 -0.80860 0.95437  0.31
H 5.82445 -2.56430 0.96898  0.40
H 4.94308 -1.76061 2.26449  0.25
H 1.84357 -3.79190 0.11382  0.21
H 2.57900 -3.69420 1.70755  0.24
H 3.46373 -4.43444 0.36789  0.37
H 2.11512 -2.23639 3.92779  0.26
H 0.44627 -1.93006 3.46791  0.21
H 1.06181 -1.30394 4.99622  0.38
H 4.31866 -0.07351 3.59659  0.25
H 3.46954 0.75808 4.89941  0.40
H 3.83974 1.61141 3.40207  0.26
H -0.33319 1.26548 2.85445  -0.14
H 0.95112 2.43187 3.14637  0.29
H 0.31599 1.47676 4.48776  0.45

---

Here is a molecular structure, C28H47AsBrGeHfN3O3S5Si3 in a non-equilibrium geometry from the OMol25 dataset. Energies are from ωB97M-V/def2-TZVPD.

## Properties
* highest occupied orbital energy (spin up / spin down): -2.815 / -4.750 eV
* calculated total energy: -306934.351 eV
* maximum force: 2.51 eV/Å
* <S²>: 0.7559
* Kohn-Sham gap (spin up / spin down): 4.97 / 6.87 eV
* multiplicity: 2
* total charge: -1
* lowest unoccupied orbital energy (spin up / spin down): 0.079 / 0.078 Ha

Each line ends with the Löwdin spin population.
Geometry (Å):
Hf 0.24046 1.37684 -0.36414  0.10
S 3.43154 -1.73923 -2.70886  0.00
As 1.78971 -0.43457 -2.69090  0.00
S 0.49503 -1.15953 -0.81813  0.00
S 2.56255 1.58472 -1.78723  0.00
S 2.62850 2.54628 -3.59667  0.00
S -1.98636 2.41246 0.56670  0.01
C -1.51864 1.35427 1.84997  0.01
C -1.88553 1.50864 3.19605  0.00
C -1.44851 0.57623 4.10557  0.01
C -0.67321 -0.50046 3.66959  0.00
C -0.33494 -0.56986 2.33915  0.01
N -0.72659 0.34108 1.44586  0.00
H -2.49548 2.35878 3.48457  0.00
H -1.70562 0.67579 5.15462  0.00
H -0.33497 -1.26909 4.35277  0.00
H 0.25817 -1.38170 1.93870  0.00
N -0.23120 2.36622 -3.38283  0.01
C -0.49980 1.70199 -2.48484  0.00
H 1.03475 2.71097 -3.68719  0.00
C -2.95707 -3.17084 -4.24140  0.00
Si -1.47606 -2.13701 -3.71158  0.00
C -1.24493 -0.85494 -5.04006  0.00
C -0.06181 -3.34552 -3.64894  0.00
Ge -1.76406 -1.19311 -1.50051  0.00
Si -3.68220 0.30652 -1.39456  0.00
C -4.78541 -0.93197 -2.30103  0.00
C -4.66891 0.60558 0.16614  0.00
C -3.64206 1.79637 -2.50351  0.00
Si -2.35438 -3.02392 -0.02448  0.00
C -3.53499 -4.24982 -0.82029  0.00
C -3.25001 -2.36287 1.49055  0.00
C -0.87527 -4.03871 0.53893  0.00
H -2.65904 -3.72774 -5.14347  0.00
H -3.83559 -2.56903 -4.50072  0.00
H -3.25906 -3.89688 -3.47562  0.00
H -1.34591 -1.33239 -6.02555  0.00
H -0.25846 -0.39467 -4.97178  0.00
H -1.99272 -0.05657 -4.96410  0.00
H -0.13727 -4.04096 -4.49612  0.00
H -0.08051 -3.92721 -2.71672  0.00
H 0.91162 -2.86108 -3.69478  0.00
H -5.01880 -1.79809 -1.66672  0.00
H -4.33701 -1.30163 -3.22557  0.00
H -5.73462 -0.43640 -2.55801  0.00
H -4.36971 -0.06047 0.98227  0.00
H -5.72454 0.41087 -0.06850  0.00
H -4.55527 1.63280 0.51661  0.00
H -3.19940 1.55044 -3.47416  0.00
H -3.07900 2.63298 -2.07995  0.00
H -4.68178 2.12052 -2.66321  0.00
H -4.39010 -3.76079 -1.30060  0.00
H -3.91957 -4.93145 -0.04643  0.00
H -3.02126 -4.85508 -1.57867  0.00
H -4.33015 -2.30744 1.29521  0.00
H -2.90877 -1.36011 1.77492  0.00
H -3.09234 -3.02799 2.35037  0.00
H -0.89782 -5.02922 0.06985  0.00
H -0.89116 -4.17237 1.62748  0.00
H 0.07679 -3.56832 0.27048  0.00
O 1.80836 1.08514 0.88772  0.13
C 2.92629 0.63793 1.40669  0.43
C 3.60790 -0.61295 0.94319  0.06
C 4.22316 -1.39385 2.11858  0.01
C 3.31697 -1.48848 3.35928  0.01
C 3.43049 -0.30548 4.33584  0.00
C 2.90456 1.02484 3.79362  0.03
N 3.47284 1.36634 2.47835  0.08
H 4.38218 -0.39994 0.19276  0.02
H 2.88845 -1.24489 0.43283  0.01
H 5.17933 -0.94756 2.41188  0.00
H 4.45367 -2.39858 1.75873  0.00
H 3.56559 -2.40059 3.90924  0.00
H 2.27699 -1.58969 3.02909  0.00
H 4.48656 -0.17963 4.60582  0.00
H 2.89255 -0.54724 5.26244  0.00
H 3.12577 1.83028 4.50041  0.00
H 1.82352 0.98893 3.67334  0.00
H 4.47786 1.26373 2.49936  0.01
Br 1.16614 4.01928 2.78749  0.00
C 2.68346 4.40720 1.71148  0.00
C 3.86587 4.64079 2.40582  0.00
C 5.03772 4.89729 1.71658  0.00
C 5.02761 4.93781 0.32759  0.00
C 3.83966 4.74461 -0.35386  0.00
C 2.64763 4.47045 0.31779  0.00
C 1.44363 4.32602 -0.58713  0.00
O 1.34193 5.11384 -1.49505  0.00
O 0.57308 3.36527 -0.35387  0.01
H 3.85544 4.60949 3.48814  0.00
H 5.95904 5.05918 2.26735  0.00
H 5.94245 5.12988 -0.22276  0.00
H 3.80203 4.79928 -1.43730  0.00